1.
Formula: C26H22FeN4O9P2Se
Source: the OMol25 dataset
Level of theory: the ωB97M-V functional and the def2-TZVPD basis

**<S²>**: 6.0884
**Net charge**: -2
**Relative energy (zero: lowest compared OMol25 entry of this formula, charge and spin)**: 46.97 kcal per mole
**E_HOMO (spin up / spin down)**: -1.082 / -2.697 eV
**Spin multiplicity**: 5

XYZ file:
```
65
Properties=species:S:1:pos:R:3:forces:R:3:mulliken_spin:R:1
Fe 0.81553 -0.12082 0.05612 -0.58 -0.08 -0.49 2.9644
N -4.27363 8.33112 -2.75454 0.01 -0.01 0.00 0.0388
C -3.66063 7.39653 -2.47068 -0.02 0.03 -0.01 -0.0115
C -2.89923 6.23808 -2.11922 -0.02 0.03 -0.01 0.0890
C -2.04864 5.63971 -3.05407 -0.01 0.00 0.02 -0.0381
C -1.31844 4.52211 -2.71526 -0.01 -0.03 0.03 0.0844
C -1.39383 3.95024 -1.42830 -0.01 0.00 0.00 0.0815
C -2.25008 4.57952 -0.50008 0.01 0.01 -0.02 0.0727
C -2.99031 5.69157 -0.83425 0.03 -0.03 -0.01 -0.0334
C -0.62168 2.77819 -1.05426 0.01 0.00 -0.01 0.2417
C 0.06774 2.77928 0.19291 0.02 -0.03 -0.08 -0.0728
C 0.30660 3.85966 1.04999 -0.01 0.00 -0.02 0.1988
C 1.16367 3.40524 2.06639 0.01 0.03 0.02 -0.0422
C 1.41735 2.07816 1.80446 -0.01 -0.06 0.02 0.1468
N 0.75853 1.68370 0.67648 0.08 0.00 0.07 -0.0230
C -0.50353 1.67455 -1.94399 -0.09 0.04 -0.06 -0.1275
C -1.09458 1.49324 -3.20466 0.04 0.05 0.10 0.2055
C -0.68824 0.23807 -3.68230 0.04 -0.06 0.03 -0.0401
C 0.10518 -0.31739 -2.70319 -0.07 -0.09 -0.14 0.1211
N 0.22448 0.53275 -1.64620 0.14 0.02 0.14 -0.0835
H -1.95610 6.07167 -4.04264 0.00 0.00 0.00 -0.0014
H -0.64015 4.08948 -3.43601 0.01 -0.02 -0.01 0.0022
H -2.33908 4.15298 0.48933 0.01 -0.01 0.01 0.0055
H -3.65671 6.14161 -0.10934 0.00 0.00 0.00 -0.0006
H -0.05453 4.86489 0.90696 -0.02 0.01 0.00 0.0100
H 1.57108 3.97527 2.88673 0.00 0.01 0.00 0.0010
H 2.06490 1.38850 2.30987 0.02 0.00 0.00 0.0410
H -1.76455 2.17996 -3.69232 -0.01 0.03 -0.01 0.0099
H -0.93934 -0.22149 -4.62519 0.00 0.00 0.00 0.0006
H 0.57388 -1.28364 -2.69997 -0.01 0.04 0.01 0.0519
C 2.08552 -0.34428 4.65831 -0.05 0.00 -0.02 -0.0017
C 2.37555 -1.52495 3.73327 0.01 0.02 -0.10 0.0005
O 2.76893 -2.67151 4.49242 0.00 0.03 0.04 0.0010
P 0.94189 -1.91502 2.71547 -0.13 -0.07 0.07 0.0055
O 1.29896 -3.22075 1.91745 0.14 -0.07 -0.06 0.0012
O -0.30595 -2.30420 3.59271 0.07 -0.06 0.13 -0.0011
O 0.57787 -0.71978 1.88887 0.51 0.25 -0.02 -0.0011
P 3.79900 -1.11821 2.56783 0.02 -0.14 0.05 -0.0006
O 3.95911 -2.57808 1.81251 0.01 0.04 0.02 0.0019
O 4.93337 -0.91966 3.50717 0.02 -0.10 0.00 0.0002
O 3.37078 -0.14162 1.52743 0.17 0.15 0.17 0.0075
H 1.44810 -0.68954 5.47419 -0.01 0.01 0.00 0.0002
H 1.57776 0.46690 4.13825 0.01 0.01 -0.02 0.0011
H 3.02743 0.02615 5.06418 0.00 -0.01 0.01 -0.0006
H 3.72609 -2.56747 4.60990 0.00 -0.01 0.00 -0.0002
H 2.26639 -3.24348 1.72649 -0.04 -0.01 0.01 0.0002
H -1.06141 -2.32330 2.95413 -0.07 0.03 -0.07 0.0004
H 3.96413 -2.40909 0.84447 -0.05 0.02 0.03 0.0002
O -1.67622 -2.30806 1.27338 -0.01 0.02 -0.09 0.0052
C -1.09526 -2.49645 0.19251 0.09 0.09 0.14 -0.0181
O -0.22722 -1.74740 -0.36753 -0.17 -0.15 0.00 0.0033
C -1.43307 -3.74583 -0.58416 -0.04 -0.05 -0.01 0.0033
C -2.46406 -4.56641 -0.13835 0.00 -0.01 -0.05 0.0007
C -2.78776 -5.72110 -0.83400 -0.01 0.00 0.01 -0.0001
C -2.07330 -6.06774 -1.97453 0.01 -0.01 -0.02 0.0004
C -1.03700 -5.25623 -2.41427 0.01 0.01 0.00 -0.0019
C -0.72012 -4.09494 -1.72287 0.07 -0.02 -0.06 0.0053
H -2.99817 -4.27908 0.75683 -0.01 0.01 0.01 0.0000
H -3.59456 -6.35540 -0.48543 0.00 0.00 0.00 -0.0001
H -2.32265 -6.97320 -2.51613 0.00 0.00 0.00 0.0000
H -0.46239 -5.51999 -3.29343 -0.01 -0.01 0.00 -0.0001
H 0.09651 -3.47081 -2.05882 -0.03 -0.01 0.02 0.0011
Se 3.08785 -1.31938 -1.07361 -0.01 0.24 0.29 0.0757
C 2.62206 -2.46960 -2.42538 -0.07 -0.09 -0.11 0.0000
N 2.35616 -3.20323 -3.28207 -0.01 0.00 0.02 0.0179
```
Positions in Å, forces in eV/Å.

2.
Formula: C26H22N4O2S2
Source: the OMol25 dataset
Level of theory: the ωB97M-V functional and the def2-TZVPD basis

**SMILES**: CN1C[C@H](c2ccccn2)[C@]2(SC(=S)N(Cc3ccccc3)C2=O)[C@@]12C(=O)Nc1ccccc12
**Net charge**: 0
**Relative energy (zero: lowest compared OMol25 entry of this formula, charge and spin)**: 0.00 kcal per mole
**E_HOMO**: -8.549 eV

XYZ file:
```
56
Properties=species:S:1:pos:R:3:forces:R:3:nbo_charge:R:1
C 2.76351 2.77540 -2.35212 0.07 0.02 -0.07 -0.4128
N 2.24158 1.72698 -1.50808 -0.42 -0.06 0.02 -0.4333
C 0.85237 1.37466 -1.73285 0.02 -0.24 -0.02 -0.0104
C 0.52666 0.73138 -3.04970 -0.22 0.15 -0.13 -0.0976
C 1.11698 -0.31984 -3.71642 -0.07 0.14 -0.09 -0.1590
C 0.55203 -0.74272 -4.91461 0.07 -0.14 -0.11 -0.2412
C -0.57590 -0.12490 -5.42711 0.02 0.00 0.02 -0.1752
C -1.16519 0.95029 -4.77434 -0.06 0.10 0.11 -0.2861
C -0.59649 1.36896 -3.58893 0.39 -0.47 -0.18 0.2456
N -0.95829 2.43794 -2.78154 -0.48 0.28 -0.22 -0.6204
C -0.14180 2.57335 -1.70356 0.13 0.27 0.04 0.7055
O -0.15131 3.48910 -0.91815 0.08 0.15 0.09 -0.5951
H -1.71988 3.06894 -2.97650 0.10 0.00 0.11 0.4191
H -2.03422 1.44349 -5.18138 -0.10 0.05 -0.06 0.2170
H -1.00162 -0.47488 -6.35536 -0.03 -0.03 -0.08 0.2164
H 1.00105 -1.56462 -5.45013 0.03 -0.08 -0.06 0.2173
H 2.00062 -0.79495 -3.32276 0.06 -0.02 -0.01 0.2346
C 0.58325 0.47576 -0.50815 0.39 -0.09 0.14 -0.1903
C -0.86659 0.12507 -0.29989 -0.06 0.36 -0.11 0.7255
O -1.75349 0.94458 -0.24053 0.01 -0.02 0.16 -0.5824
N -1.06929 -1.22422 -0.23647 -0.25 -0.43 -0.26 -0.4764
C 0.01418 -2.04011 -0.38556 0.17 0.11 -0.13 -0.0664
S -0.03313 -3.66650 -0.36526 0.26 -0.24 -0.01 -0.0750
S 1.46291 -1.11262 -0.64949 -0.09 -0.06 -0.17 0.3903
C -2.38666 -1.74931 0.09201 -0.31 -0.01 0.02 -0.2661
C -2.51212 -1.94282 1.58181 -0.04 -0.02 -0.08 0.0441
C -2.43662 -3.20994 2.14259 -0.05 0.00 -0.01 -0.2295
C -2.51642 -3.36908 3.51572 0.00 -0.07 0.10 -0.2183
C -2.66600 -2.26404 4.33629 0.01 -0.04 0.10 -0.2196
C -2.73903 -0.99742 3.78039 -0.02 0.07 0.04 -0.2009
C -2.66330 -0.83639 2.40892 -0.06 -0.02 0.03 -0.2309
H -2.71938 0.15032 1.97450 0.00 0.11 -0.06 0.2303
H -2.85543 -0.13283 4.41718 -0.01 0.08 0.05 0.2134
H -2.72523 -2.38920 5.40767 -0.01 -0.01 0.09 0.2127
H -2.45722 -4.35856 3.94482 -0.01 -0.08 0.04 0.2142
H -2.30910 -4.07195 1.50516 0.01 -0.04 -0.08 0.2261
H -3.11004 -1.01041 -0.26261 0.09 -0.15 0.00 0.2406
H -2.51532 -2.69506 -0.43845 0.00 0.18 0.03 0.2384
C 1.18678 1.34538 0.60599 -0.10 0.06 0.08 -0.2936
C 1.39160 0.60196 1.89242 0.21 0.17 0.18 0.2219
N 0.62559 -0.46802 2.06384 -0.16 0.25 -0.06 -0.4698
C 0.73889 -1.16671 3.17891 0.00 -0.14 0.26 0.0625
C 1.61801 -0.82903 4.19434 0.08 0.07 -0.03 -0.2644
C 2.40993 0.29641 4.02569 -0.05 -0.04 -0.01 -0.1735
C 2.29920 1.02834 2.85562 -0.10 -0.12 -0.05 -0.2123
H 2.89658 1.91112 2.69160 0.09 0.11 -0.02 0.2107
H 3.10615 0.59946 4.79429 0.05 0.02 0.06 0.2166
H 1.67995 -1.42846 5.08852 0.00 -0.07 0.08 0.2214
H 0.09517 -2.03302 3.24951 -0.07 -0.11 0.11 0.2076
C 2.43377 1.93486 -0.07279 0.18 0.02 0.25 -0.2172
H 2.53980 2.99843 0.16933 0.00 -0.06 0.01 0.2040
H 3.34302 1.40482 0.23180 -0.01 0.12 0.13 0.2002
H 0.46688 2.15323 0.79477 0.14 -0.12 -0.10 0.2801
H 2.31792 3.75779 -2.14202 0.01 -0.02 0.01 0.1835
H 3.83970 2.83660 -2.19644 0.04 0.07 -0.09 0.2076
H 2.57499 2.51297 -3.39254 0.07 0.04 -0.08 0.2105
```
Positions in Å, forces in eV/Å.

3.
Formula: C26H23BCuN8O3
Source: the OMol25 dataset
Level of theory: the ωB97M-V functional and the def2-TZVPD basis

**Net charge**: +1
**E_HOMO**: -12.040 eV

XYZ file:
```
62
Properties=species:S:1:pos:R:3:forces:R:3:nbo_charge:R:1
Cu -0.17450 0.14685 -0.10786 0.05 0.10 0.12 1.5243
C 1.79512 -1.17888 -3.39129 0.01 0.00 -0.05 -0.3244
C 0.76529 -1.26599 -2.46511 0.04 0.05 0.05 0.0081
N 0.80485 -0.18292 -1.68321 -0.07 -0.07 -0.06 -0.3518
N 1.82841 0.59628 -2.06440 -0.13 0.02 -0.03 -0.3083
C 2.44403 0.00949 -3.09907 0.07 -0.03 0.09 0.0287
B 2.09287 1.89013 -1.21683 -0.05 0.08 -0.11 0.9288
N 2.34778 1.32723 0.21263 0.06 0.02 0.11 -0.3200
C 3.37567 1.41251 1.06736 0.01 0.00 0.15 0.0526
C 3.07373 0.68538 2.20984 0.02 0.05 -0.04 -0.3271
C 1.80712 0.16693 1.99497 -0.02 0.04 -0.05 0.0176
N 1.39130 0.56911 0.79250 -0.03 -0.15 -0.04 -0.2994
N 0.80959 2.75433 -1.19748 0.13 0.04 -0.11 -0.3618
C 0.69383 4.05096 -1.56020 0.01 -0.10 0.09 0.0184
C -0.61012 4.43578 -1.36013 -0.10 0.04 0.03 -0.3390
C -1.23946 3.29294 -0.85567 0.02 0.04 0.03 -0.0161
N -0.38169 2.28386 -0.75870 0.02 -0.02 -0.07 -0.4375
N 3.23193 2.68192 -1.79302 -0.15 -0.09 0.01 -0.4098
C 3.36178 3.08428 -3.09078 0.03 0.06 0.11 -0.0482
C 4.29588 4.08176 -3.12617 0.05 0.03 0.02 -0.3319
C 4.67869 4.25105 -1.77818 0.00 -0.10 0.01 -0.0295
N 4.03042 3.42184 -0.98182 0.06 0.07 -0.12 -0.2854
H 2.04191 -1.88302 -4.16585 -0.01 0.01 0.01 0.2570
H 0.02203 -2.03177 -2.30917 0.01 0.02 0.00 0.2421
H 3.31860 0.45265 -3.54279 -0.03 0.03 -0.03 0.2497
H 4.22750 2.02033 0.81633 -0.02 -0.02 -0.04 0.2771
H 3.68388 0.56601 3.08712 0.00 0.00 -0.01 0.2573
H 1.17146 -0.43465 2.62184 0.00 0.00 -0.02 0.2564
H 1.54300 4.60964 -1.91899 -0.02 -0.02 0.01 0.2415
H -1.04074 5.40566 -1.53794 0.00 -0.03 0.00 0.2476
H -2.26645 3.16868 -0.54711 0.02 0.00 -0.02 0.2115
H 2.75510 2.67071 -3.87917 0.01 -0.04 0.00 0.2242
H 4.65560 4.60776 -3.99321 0.00 0.02 0.02 0.2444
H 5.40225 4.93475 -1.36288 -0.02 -0.01 -0.01 0.2233
O -1.79479 -0.40409 -0.88121 -0.08 -0.12 -0.02 -0.7248
C -2.71284 -1.04548 0.11597 0.01 -0.07 0.01 0.0992
C -2.21141 -0.56403 1.48844 -0.26 -0.14 -0.26 0.7594
O -2.85652 -0.72249 2.48045 0.13 0.09 0.13 -0.5230
O -1.01330 0.01136 1.48922 0.11 0.07 0.07 -0.6909
C -2.51734 -2.53948 -0.05453 0.07 0.02 -0.05 -0.1042
C -2.41415 -3.05556 -1.34712 0.01 -0.05 0.03 -0.2175
C -2.24763 -4.41724 -1.54492 -0.01 0.06 -0.03 -0.2060
C -2.18580 -5.27570 -0.45523 0.00 -0.01 0.04 -0.1854
C -2.29610 -4.76681 0.82918 0.00 0.02 -0.03 -0.2079
C -2.46053 -3.40184 1.03355 -0.03 -0.03 0.02 -0.1406
C -4.09355 -0.51421 -0.17803 -0.02 0.16 0.01 -0.0153
C -4.33458 0.84061 0.07921 0.03 -0.07 0.01 -0.2301
C -5.55970 1.40633 -0.22682 0.00 -0.06 -0.01 -0.2021
C -6.56036 0.61603 -0.78056 0.02 0.02 0.01 -0.1626
C -6.33272 -0.73091 -1.01737 -0.03 0.01 -0.01 -0.1972
C -5.10157 -1.29960 -0.72115 0.02 0.00 0.03 -0.1951
H -2.26114 0.34697 -1.28903 0.08 0.08 0.03 0.5438
H -2.47685 -2.38985 -2.19924 -0.01 -0.03 -0.01 0.2202
H -2.17608 -4.80904 -2.55126 0.00 0.00 0.01 0.2267
H -2.05654 -6.33877 -0.60992 0.00 0.01 0.01 0.2298
H -2.25593 -5.43065 1.68241 0.00 0.01 -0.01 0.2303
H -2.56329 -3.02210 2.04072 0.00 0.01 0.00 0.2355
H -3.56792 1.44239 0.56049 -0.04 0.01 -0.01 0.2138
H -5.74505 2.45065 -0.01478 0.01 0.00 0.00 0.2299
H -7.52304 1.05159 -1.01333 0.01 -0.01 0.00 0.2295
H -7.12023 -1.34674 -1.43089 0.01 0.00 0.00 0.2308
H -4.93696 -2.35374 -0.89559 0.00 0.00 -0.01 0.2332
```
Positions in Å, forces in eV/Å.

4.
Formula: C26H23Cl2N2O
Source: the OMol25 dataset
Level of theory: the ωB97M-V functional and the def2-TZVPD basis

**Net charge**: +1
**E_HOMO**: -10.049 eV

XYZ file:
```
54
Properties=species:S:1:pos:R:3:forces:R:3:nbo_charge:R:1
Cl 5.39533 1.76920 2.59377 -0.16 0.05 0.08 0.1107
C 3.76712 1.31943 2.85582 -0.48 -0.17 -0.04 0.0574
C 3.44288 0.51193 3.96199 -0.19 0.14 0.06 -0.2490
C 2.16411 -0.00129 4.06517 0.09 -0.46 -0.66 -0.0969
C 1.17292 0.31103 3.08380 0.31 -0.15 -0.40 -0.1868
C -0.06201 -0.39133 3.12820 0.35 0.92 1.27 0.1733
C -1.35630 0.20286 2.95244 -1.10 0.16 -0.49 -0.1775
C -2.27570 0.12468 4.04184 0.39 -0.56 -0.67 -0.1383
C -3.57599 0.57094 3.89810 0.09 0.30 -0.15 -0.2215
C -3.98197 1.12691 2.67402 0.73 -0.17 -0.15 -0.0186
Cl -5.60326 1.65060 2.48812 -0.05 0.02 0.01 0.0755
C -3.07946 1.27103 1.60475 0.16 -0.07 0.40 -0.1558
C -1.76403 0.83409 1.75482 -0.18 0.02 0.22 -0.1695
C 1.46995 1.30683 2.10785 0.33 -0.14 0.14 -0.0770
C 2.77546 1.75147 1.95223 -0.37 -0.10 0.29 -0.2495
H 4.19859 0.28359 4.71209 -0.17 0.05 -0.25 0.2572
H 1.88987 -0.66442 4.89034 0.23 0.14 -0.31 0.2360
H -0.02916 -1.35798 3.63772 -0.09 0.40 0.33 0.2296
H -1.92102 -0.29233 4.98645 -0.29 0.02 -0.25 0.2304
H -4.28244 0.50532 4.72375 0.18 0.04 -0.21 0.2519
H -3.40177 1.72600 0.66972 0.02 -0.15 0.26 0.2408
H -1.05531 0.93173 0.92722 -0.49 -0.19 0.19 0.2293
H 0.67826 1.66329 1.45042 0.44 -0.11 0.09 0.2352
H 3.03418 2.43643 1.14976 -0.01 -0.12 0.17 0.2560
H -0.72143 -1.94926 1.70705 0.22 -0.17 0.07 0.1834
C -0.38209 -2.88261 1.17477 0.60 0.01 -0.04 -0.4136
H 0.63115 -3.07610 1.56100 -0.12 0.08 -0.09 0.1943
C -1.25910 -4.04120 1.51155 -0.84 -0.52 -0.37 -0.2635
C -2.17417 -4.50898 0.62662 0.63 0.36 1.53 0.0352
N -2.29607 -3.97030 -0.61445 -0.86 0.02 -1.01 -0.3871
C -3.51937 -4.27233 -1.39471 0.49 0.20 -0.06 -0.2167
C -4.44452 -3.11094 -1.22205 -0.52 0.06 -0.13 -0.0510
C -4.30582 -1.97809 -2.02935 -0.15 -0.01 0.35 -0.2130
C -4.89594 -0.78056 -1.62220 -0.04 -0.18 0.09 -0.2212
C -5.63644 -0.74250 -0.43279 0.09 -0.11 -0.12 -0.1655
C -5.88763 -1.91571 0.28962 0.02 0.05 -0.19 -0.2254
C -5.32052 -3.11522 -0.13523 0.20 0.25 0.00 -0.2008
C -1.44558 -3.00327 -1.05313 0.24 -0.27 -0.13 0.1112
C -0.40235 -2.58962 -0.29714 -0.21 0.17 -0.29 -0.2170
C 0.60929 -1.75835 -0.99316 -0.23 0.42 -0.48 0.6473
N 1.81771 -1.60990 -0.36756 0.01 0.14 0.32 -0.8335
O 0.37970 -1.21802 -2.07160 0.23 -0.24 0.59 -0.6232
H -1.16985 -4.50348 2.48966 -0.05 -0.01 -0.18 0.2206
H -2.89780 -5.29186 0.85609 0.44 0.10 0.05 0.2182
H -3.22236 -4.40712 -2.43689 -0.11 -0.18 0.06 0.2204
H -3.92828 -5.18947 -0.97058 -0.04 -0.01 -0.31 0.2185
H -3.73482 -2.05676 -2.95971 -0.10 0.22 0.37 0.2213
H -4.76023 0.11636 -2.22884 -0.11 -0.22 0.22 0.2237
H -6.03599 0.20532 -0.07783 -0.02 -0.21 -0.12 0.2097
H -6.51191 -1.89809 1.18387 0.10 0.06 -0.29 0.2227
H -5.52178 -4.06798 0.36682 0.13 0.47 0.05 0.2148
H -1.62822 -2.63654 -2.07189 0.43 -0.24 0.51 0.2471
H 2.08124 -2.14298 0.44585 -0.10 0.01 -0.23 0.3897
H 2.53943 -1.09728 -0.84852 -0.10 -0.11 -0.09 0.4108
```
Positions in Å, forces in eV/Å.

no.,E_tot (eV)
1,-170027.798
2,-59046.985
3,-90709.930
4,-57399.777